This record from the OMol25 dataset describes 2 unconnected molecules or ions with the total composition C5H14S. The level of theory is ωB97M-V/def2-TZVPD.

Properties
Energy relative to the best compared isomer or geometry (same formula, charge and spin) in kcal per mole: 49.9
Lowest unoccupied orbital energy in eV: 0.95
Orbital gap in eV: 9.543
SMILES string: CCSC.CC
Total energy in eV: -16245.139
Net charge: 0
HOMO in eV: -8.6

Geometry as XYZ:
```
20
Properties=species:S:1:pos:R:3:forces:R:3:nbo_charge:R:1
C -0.740 1.355 -0.076 2.4740 -0.1752 0.7769 -0.63
C -1.898 0.626 0.562 -0.1562 0.6678 0.2215 -0.57
S -2.184 0.596 2.349 1.3613 0.1475 -0.5344 0.18
C -1.156 -0.797 2.999 -0.7113 -1.1392 -2.4148 -0.74
H -0.890 1.627 -1.203 0.5425 -1.0051 2.0352 0.23
H 0.283 0.709 0.248 -2.5966 1.7682 -1.5638 0.21
H -0.575 2.294 0.466 -0.1115 0.0364 -0.3012 0.22
H -2.846 0.812 0.140 -1.3973 1.8738 -0.2600 0.23
H -1.958 -0.309 0.145 0.8212 -3.2540 -0.2911 0.21
H -0.187 -1.206 2.605 -0.9645 1.0209 -0.5748 0.23
H -0.927 -0.563 3.967 0.2514 0.6947 2.6758 0.22
H -1.903 -1.586 2.964 0.4537 -0.4921 0.3281 0.21
C 2.331 0.145 -2.014 0.9791 -0.8787 1.2433 -0.61
C 1.431 -1.033 -1.884 -3.4053 0.5398 1.8450 -0.60
H 1.904 1.044 -2.321 -0.8202 1.3404 -0.9521 0.20
H 2.728 0.342 -1.015 -0.0746 0.1709 0.0953 0.20
H 3.196 -0.112 -2.566 0.9323 0.0302 -0.9983 0.20
H 1.927 -1.730 -1.194 -0.6719 0.0243 0.0556 0.20
H 1.093 -1.621 -2.724 0.4109 0.2163 -0.7767 0.21
H 0.368 -0.594 -1.448 2.6828 -1.5869 -0.6095 0.19
```
Forces are in eV/Å.

This record from the OMol25 dataset describes a gas-phase ion, C12H22N3 (charge +1). The level of theory is ωB97M-V/def2-TZVPD.

Properties
Energy relative to the best compared isomer or geometry (same formula, charge and spin) in kcal per mole: 41.5
Lowest unoccupied orbital energy in eV: -2.24
Orbital gap in eV: 9.528
SMILES string: CC(C)N1CCCc2n1cc[n+]2C(C)C
Total energy in eV: -17262.562
Net charge: +1
HOMO in eV: -11.8

Geometry as XYZ:
```
37
Properties=species:S:1:pos:R:3:forces:R:3:nbo_charge:R:1
C -3.240 1.421 1.136 -0.2661 -1.2223 1.2579 -0.63
C -2.802 0.823 -0.188 -0.7385 -0.4752 0.9622 -0.05
C -3.935 0.032 -0.864 -0.9516 -0.7599 0.0862 -0.63
N -1.728 -0.076 -0.040 0.7834 -0.8338 0.1207 -0.23
C -1.796 -1.427 0.469 1.5946 1.8137 0.1728 -0.24
C -0.802 -2.187 -0.337 0.2040 -2.5138 -1.6275 -0.40
C 0.693 -1.818 0.000 -3.0766 -1.6010 1.3260 -0.46
C 0.655 -0.362 -0.001 -0.6475 -0.6206 0.7372 0.38
N -0.463 0.385 -0.171 2.2324 -0.4022 0.1295 -0.10
C -0.030 1.646 -0.441 0.4801 0.8993 0.4945 -0.07
C 1.326 1.693 -0.328 -0.7637 -1.6574 0.5184 -0.04
N 1.717 0.416 0.020 -0.3189 2.0191 -0.7352 -0.27
C 3.069 -0.021 0.187 1.0622 -1.7287 2.0714 -0.08
C 3.929 0.840 1.086 1.5386 0.0275 -1.8216 -0.60
C 3.755 -0.301 -1.083 -0.2020 -1.4509 -4.2262 -0.63
H -3.370 0.677 1.968 0.2487 0.2138 -0.9045 0.22
H -2.494 2.105 1.481 0.3375 0.7394 0.3261 0.21
H -4.204 1.882 1.080 -0.4403 0.6613 -0.2709 0.23
H -2.327 1.650 -0.688 -0.9061 0.2004 -1.2593 0.20
H -4.696 -0.305 -0.050 1.2696 0.5657 -1.4471 0.23
H -3.554 -0.959 -1.396 -0.9236 2.5187 0.6538 0.23
H -4.446 0.780 -1.510 0.0219 -1.1262 0.0194 0.25
H -2.777 -1.786 0.328 -1.0234 -0.3737 0.0358 0.24
H -1.499 -1.452 1.534 -0.3243 -0.1335 -0.0937 0.20
H -0.836 -1.910 -1.459 -0.7981 -0.7802 1.6644 0.22
H -1.177 -3.271 -0.138 1.7041 1.4079 -0.8119 0.25
H 1.286 -2.233 -0.772 0.9378 -0.1974 -0.7178 0.25
H 0.916 -2.312 0.948 0.4852 0.4362 0.0578 0.25
H -0.688 2.460 -0.498 -0.5748 0.8373 -0.3076 0.24
H 2.038 2.454 -0.407 0.5054 1.0945 -0.1395 0.25
H 3.059 -0.945 0.747 -0.7610 -0.5273 -0.0179 0.23
H 3.640 1.823 0.968 -0.4453 2.4896 -0.2377 0.21
H 4.979 0.801 0.733 -0.6228 -0.0825 0.1500 0.23
H 3.996 0.689 2.111 -0.5689 -0.9297 1.8983 0.23
H 4.159 -1.361 -1.199 -0.5192 1.2910 0.5076 0.24
H 4.611 0.353 -1.205 -0.0483 0.1515 -0.4537 0.23
H 3.035 -0.205 -2.022 1.5154 0.0493 1.8820 0.22
```
Forces are in eV/Å.

This record from the OMol25 dataset describes a gas-phase ion, C3H11N2S (charge +1). The level of theory is ωB97M-V/def2-TZVPD.

Properties
Energy relative to the best compared isomer or geometry (same formula, charge and spin) in kcal per mole: 56.4
Lowest unoccupied orbital energy in eV: -3.31
Orbital gap in eV: 10.094
SMILES string: CN[C@@H](S)[NH2+]C
Total energy in eV: -17096.570
Net charge: +1
HOMO in eV: -13.4

Geometry as XYZ:
```
17
Properties=species:S:1:pos:R:3:forces:R:3:nbo_charge:R:1
C 1.512 -1.887 0.520 2.3675 1.1869 0.1497 -0.43
N 0.232 -1.289 0.300 -0.2254 1.1453 0.5309 -0.64
C 0.058 -0.064 -0.353 -2.5122 -2.0577 -0.9810 0.10
S -0.711 -0.199 -2.173 0.7447 0.3861 1.7479 -0.10
N -1.097 0.777 0.375 6.0462 -0.2376 4.3983 -0.52
C -0.943 2.225 0.317 -2.3482 2.6292 -0.8018 -0.45
H 1.886 -2.557 -0.215 0.1795 0.2109 -2.0998 0.20
H 2.263 -1.063 0.697 -0.6177 -1.1100 -0.0616 0.21
H 1.621 -2.654 1.258 -0.9209 0.3988 1.7881 0.24
H -0.464 -1.952 0.147 -1.4661 -1.0884 -0.4351 0.39
H 0.967 0.432 -0.324 1.4138 1.5663 -0.1283 0.22
H 0.446 -0.639 -2.661 0.1804 -0.1143 -0.1917 0.17
H -1.047 0.430 1.412 -0.6512 0.4215 -2.4076 0.46
H -1.855 0.557 -0.113 -4.6594 -1.5968 -1.7711 0.42
H -1.244 2.526 -0.738 0.5546 -0.1926 1.3374 0.25
H -1.675 2.789 1.039 1.3324 -1.3982 -1.2715 0.26
H 0.052 2.567 0.511 0.5819 -0.1496 0.1973 0.24
```
Forces are in eV/Å.

This record from the OMol25 dataset describes 2 unconnected molecules or ions with the total composition C6H12O. The level of theory is ωB97M-V/def2-TZVPD.

Properties
Energy relative to the best compared isomer or geometry (same formula, charge and spin) in kcal per mole: 113.8
Lowest unoccupied orbital energy in eV: 0.45
Orbital gap in eV: 7.307
SMILES string: C/C=C/C=C/C.O
Total energy in eV: -8459.419
Net charge: 0
HOMO in eV: -6.9

Geometry as XYZ:
```
19
Properties=species:S:1:pos:R:3:forces:R:3:nbo_charge:R:1
C -0.923 -2.063 1.994 -2.5531 0.8657 1.6279 -0.66
C -0.638 -0.959 1.048 -0.7774 -0.0453 1.8052 -0.15
C -0.628 -0.928 -0.279 1.8504 -1.4181 -2.7151 -0.25
C 0.561 -0.307 -0.900 -1.5938 1.6125 0.0964 -0.21
C 0.872 -0.195 -2.226 -0.5679 -1.5525 0.6513 -0.22
C 1.214 1.093 -2.940 -1.4521 1.5714 0.1336 -0.67
H -0.976 -3.068 1.604 0.0196 -0.1008 -0.2867 0.22
H -1.884 -1.832 2.592 0.9582 -0.5549 -0.8674 0.21
H -0.197 -2.010 2.816 0.2416 -0.1461 -0.4548 0.23
H -0.604 0.009 1.514 1.7573 0.3873 0.5133 0.21
H -1.394 -1.456 -0.890 1.1585 -0.6357 0.1969 0.20
H 1.201 0.164 -0.165 -0.3301 1.2765 0.3230 0.19
H 0.780 -1.241 -2.609 -0.7972 1.4367 -1.3721 0.21
H 1.386 1.025 -4.044 0.8510 -0.1428 1.1750 0.23
H 0.214 1.706 -2.982 1.3352 -1.2355 0.2560 0.22
H 1.814 1.848 -2.322 -0.0909 -1.3023 -1.0894 0.23
O 0.063 2.572 2.323 -2.5069 1.3409 1.9209 -0.93
H -0.556 3.370 2.259 1.4420 -1.3154 -0.5127 0.46
H -0.304 2.270 3.208 1.0556 -0.0414 -1.4014 0.46
```
Forces are in eV/Å.

This record from the OMol25 dataset describes a molecular structure, C27H33F6GaN5O3Si. The level of theory is ωB97M-V/def2-TZVPD.

Properties
Energy relative to the best compared isomer or geometry (same formula, charge and spin) in kcal per mole: 0.0
Lowest unoccupied orbital energy in eV: -3.55
Orbital gap in eV: 5.790
Total energy in eV: -118685.327
Net charge: +1
HOMO in eV: -9.3

Geometry as XYZ:
```
76
Properties=species:S:1:pos:R:3:forces:R:3:lowdin_charge:R:1
Ga 2.570 -2.048 0.014 -0.0604 -0.0330 -0.0169 0.51
C 2.338 -0.452 3.595 -0.0063 -0.0828 -0.0578 -0.01
C 1.738 -1.792 3.285 -0.0722 -0.0176 0.0019 -0.30
C 1.048 -2.529 4.231 0.0168 0.0380 0.0501 -0.05
C 0.515 -3.765 3.864 0.0353 0.0490 -0.0530 -0.06
C 0.685 -4.252 2.588 0.0580 -0.0312 -0.0230 -0.02
C 1.422 -3.478 1.675 -0.1604 -0.0534 0.2471 -0.39
N 1.902 -2.265 2.047 -0.0154 -0.1421 0.1037 0.11
N 1.718 -3.748 0.382 0.1325 0.0650 -0.0310 -0.03
Si 1.788 -5.354 -0.337 0.0994 0.0470 -0.0665 0.46
C 2.710 -6.476 0.871 -0.2490 0.0944 -0.1752 -0.16
C 0.035 -5.967 -0.682 0.3352 -0.0199 0.0157 -0.17
C 2.800 -5.172 -1.903 -0.2411 -0.0026 0.1735 -0.16
H 3.229 -0.575 4.213 0.0144 0.0246 -0.0189 0.09
H 1.632 0.170 4.147 0.0132 0.0099 0.0131 0.08
H 2.628 0.044 2.672 0.0192 0.0656 0.0142 0.06
H 0.936 -2.145 5.236 -0.0288 -0.0046 -0.0125 0.11
H -0.046 -4.345 4.587 0.0182 -0.0027 0.0056 0.11
H 0.266 -5.199 2.282 0.0079 -0.0128 0.0228 0.09
H 2.134 -6.708 1.767 0.0042 -0.0126 -0.0068 0.02
H 3.632 -5.983 1.188 0.0137 0.0021 -0.0266 0.04
H 2.982 -7.420 0.395 -0.0174 0.0002 -0.0054 0.03
H -0.569 -6.028 0.224 0.0199 -0.0012 0.0291 0.01
H 0.062 -6.964 -1.129 -0.0211 0.0071 -0.0019 0.03
H -0.476 -5.300 -1.378 0.0420 0.0216 -0.0177 0.03
H 3.801 -4.813 -1.651 0.0155 -0.0129 -0.0203 0.04
H 2.359 -4.448 -2.589 0.0072 -0.0221 0.0076 0.02
H 2.904 -6.124 -2.427 -0.0009 -0.0252 0.0409 0.04
C -2.563 1.839 -4.302 0.1251 0.0589 0.0613 -0.06
C -1.190 2.393 -3.934 -0.2834 -0.0592 -0.1266 -0.18
N -0.566 1.652 -2.834 0.1128 -0.0495 -0.0819 -0.02
C 0.228 0.604 -3.130 -0.0561 0.0980 0.0289 0.06
C 0.882 -0.161 -2.214 0.0645 -0.3220 0.2034 0.00
C 1.666 -1.352 -2.740 0.0141 0.3498 -0.0399 -0.54
O 1.579 -1.611 -3.924 -0.0044 -0.0471 0.0246 0.08
O 2.378 -1.976 -1.876 0.1097 -0.2500 -0.2834 0.01
C 0.779 0.165 -0.834 0.0405 0.1667 -0.3153 -0.23
O 1.372 -0.415 0.106 0.0967 -0.1008 0.2075 0.03
C -0.108 1.276 -0.508 -0.0883 0.0450 -0.1040 -0.03
C -0.286 1.639 0.830 -0.0108 -0.0003 0.0584 0.11
C -1.150 2.641 1.157 0.0760 0.0066 -0.0449 -0.19
F -1.246 3.037 2.445 -0.0683 0.0024 0.0070 0.07
C -1.930 3.294 0.188 0.1590 -0.0923 -0.0723 -0.14
C -1.729 2.955 -1.138 -0.0675 0.0927 -0.0031 0.06
C -0.797 1.976 -1.513 0.0486 -0.0379 0.2686 -0.11
N -2.907 4.249 0.530 -0.1538 0.1039 0.0250 -0.09
C -3.571 4.248 1.817 -0.0811 0.0654 -0.1861 -0.14
C -5.028 4.660 1.626 0.2143 -0.3837 0.2312 -0.08
N -5.090 5.993 0.938 -0.0604 -0.0180 0.0111 0.06
C -4.362 5.964 -0.373 0.3827 -0.0348 -0.2644 -0.08
C -2.921 5.553 -0.096 -0.0719 -0.0787 0.1354 -0.13
H -2.997 2.432 -5.107 -0.0157 -0.0210 0.0021 0.08
H -3.242 1.853 -3.449 -0.0156 -0.0030 -0.0084 0.07
H -2.471 0.809 -4.645 -0.0304 -0.0032 -0.0011 0.09
H -1.241 3.445 -3.658 0.0563 0.0072 -0.0063 0.11
H -0.524 2.323 -4.792 0.0681 0.0078 0.0458 0.13
H 0.351 0.356 -4.178 -0.0184 -0.0047 0.0006 0.16
H 0.290 1.129 1.592 -0.0135 0.0100 0.0113 0.14
H -2.345 3.430 -1.889 -0.0179 -0.0072 0.0015 0.11
H -3.084 4.923 2.536 0.0088 -0.0297 0.0230 0.14
H -3.570 3.251 2.245 0.0188 -0.0218 0.0412 0.14
H -5.539 4.733 2.584 -0.0455 0.1249 -0.0438 0.14
H -5.542 3.939 0.993 -0.0560 0.0921 -0.0630 0.14
H -4.648 6.691 1.541 -0.0467 0.0660 0.0113 0.18
H -6.060 6.279 0.806 -0.0287 0.0293 0.0014 0.19
H -4.430 6.944 -0.843 -0.0508 0.0431 0.1212 0.14
H -4.848 5.220 -1.002 -0.1075 0.0219 0.0390 0.14
H -2.458 6.308 0.562 0.0617 0.0211 -0.0512 0.14
H -2.356 5.541 -1.023 -0.0288 0.0074 -0.0420 0.13
F 5.047 -1.852 1.467 -0.0813 -0.0010 0.0912 0.06
C 4.566 -1.634 0.203 -0.2322 0.1190 -0.0044 -0.37
F 5.331 -2.395 -0.632 -0.0306 0.0566 -0.1079 0.07
C 4.854 -0.164 -0.107 0.0734 0.3919 -0.0332 -0.58
F 6.136 0.188 -0.022 -0.0061 -0.1626 0.0398 0.17
F 4.166 0.609 0.773 0.0821 -0.1310 -0.2029 0.12
F 4.427 0.156 -1.343 -0.0207 -0.0758 0.2025 0.15
```
Forces are in eV/Å.

Among the records above, which one has the lowest lowest unoccupied orbital energy? C27H33F6GaN5O3Si

What is the energy relative to the best compared isomer or geometry (same formula, charge and spin) in the first record? 49.9 kcal per mole

Which formula does entry 5 have? C27H33F6GaN5O3Si

HOMO of number 3 (C3H11N2S)? -13.4 eV